Density functional theory data (ωB97M-V/def2-TZVPD) for C14H23N3O3 as an isolated structure in a non-equilibrium geometry.

Structure (ORCA input):
```
! RIJCOSX wB97M-V def2-TZVPD def2/J DEFGRID3
* xyz 0 1
C 6.21710 0.99217 -0.43525
C 5.21594 0.78486 0.50949
C 3.81659 1.06506 -0.09005
C 3.34074 -0.03400 -1.20886
C 3.41454 -1.66072 -0.96806
C 2.40921 -1.98992 0.37653
H 2.51293 -3.09172 0.71517
H 2.63156 -1.29193 1.10366
O 1.04066 -1.72508 -0.14311
C 0.41963 -0.83463 0.52805
O 0.74237 0.14845 1.41053
C -1.12888 -0.64811 -0.11988
H -1.20250 -1.83932 -0.68964
H -1.05677 0.19296 -0.66733
C -2.05911 -0.57516 0.98271
C -3.47836 -0.27950 0.68244
C -3.84204 0.85887 0.41037
N -5.14534 1.22692 -0.07721
C -5.76112 0.38684 -0.54951
N -5.51086 -0.96463 -0.20678
C -4.27442 -1.38044 0.10243
O -4.06851 -2.46022 0.44969
H -6.08955 -1.66184 -0.54960
N -7.13502 0.57038 -0.88937
H -7.77696 -0.02804 -1.30255
H -7.30209 1.49769 -1.04076
C -3.07726 2.05796 0.70553
H -3.59903 3.28431 0.35311
H -2.19120 2.19037 0.34053
H -2.89835 2.25680 1.85516
H -1.69362 0.34561 1.72303
H -2.14505 -1.51565 1.54987
H 4.44185 -1.69067 -0.50660
H 3.11310 -2.20540 -1.71823
H 2.22493 0.14423 -1.48636
H 3.96590 0.38129 -2.01150
H 3.60055 1.99413 -0.63669
H 2.92898 0.91030 1.01259
H 5.13983 -0.15122 0.97997
H 5.07802 1.65484 1.40830
H 6.21395 0.14112 -1.12246
H 5.92294 2.03219 -0.76767
H 7.04473 0.91085 -0.01170
*
```

Output
- HOMO-LUMO gap (eV) = 9.789
- E_tot (eV) = -25493.808
- HOMO level (eV) = -9.08

Atomic partial charges in e from the Mulliken method, atoms 1 to 2: C -1.39; C -0.32

Density functional theory data (ωB97M-V/def2-TZVPD) for C12H24BF4N6PdSe3Te as an isolated structure.

Structure (ORCA input):
```
! RIJCOSX wB97M-V def2-TZVPD def2/J DEFGRID3
* xyz -1 1
Pd -0.77136 0.56602 0.59801
Se -2.04443 2.90993 1.50936
Se -3.09414 0.91926 0.94311
Te -1.94447 -0.61065 2.73260
Se -2.70517 -2.80629 2.11871
C -1.48937 -1.95289 -1.42666
N -1.70519 -0.95955 -2.47141
C -1.83996 -1.46873 -3.82592
C -1.89731 -0.19278 -4.64516
N -1.14610 0.74989 -3.82053
C -1.46557 2.15964 -4.02113
C -1.11888 0.25952 -2.50984
N -0.62094 0.89280 -1.50380
C 0.41418 1.90133 -1.69396
C 1.61070 1.40069 -0.89858
N 1.21624 1.13844 0.48276
C 1.90713 1.59202 1.47008
N 1.98681 0.99681 2.68896
C 1.80048 -0.43879 2.84150
C 3.01047 1.65504 3.48221
C 3.05636 3.03480 2.84885
N 2.66091 2.76624 1.46514
C 2.08251 3.90571 0.75059
H -2.44425 -2.31798 -1.05362
H -0.91595 -1.53256 -0.60369
H -0.90091 -2.77872 -1.83296
H -2.73088 -2.08857 -3.92798
H -0.95600 -2.06974 -4.06675
H -2.93306 0.15219 -4.76013
H -1.45405 -0.30393 -5.63501
H -2.30263 2.23574 -4.71743
H -0.62360 2.71114 -4.44144
H -1.75736 2.62407 -3.07766
H 0.06213 2.86898 -1.31894
H 0.71415 2.01043 -2.73757
H 2.48528 2.05350 -0.95935
H 1.89280 0.44133 -1.33492
H 1.61007 -0.89315 1.86843
H 0.96666 -0.65442 3.51189
H 2.71102 -0.86706 3.26670
H 3.96597 1.12796 3.36460
H 2.75247 1.67445 4.54118
H 4.03967 3.50148 2.90538
H 2.32250 3.69526 3.32663
H 2.32558 4.81535 1.29856
H 0.99439 3.80815 0.69060
H 2.48426 3.99852 -0.25745
F 1.90756 -3.58117 -1.27196
B 1.98776 -2.19156 -1.25648
F 1.30750 -1.67399 -0.13057
F 3.32105 -1.75999 -1.22167
F 1.35662 -1.66581 -2.42018
*
```

Output
- HOMO-LUMO gap (alpha / beta) (eV) = 5.664 / 5.663
- E_tot (eV) = -240142.334
- HOMO level (alpha / beta) (eV) = -3.95 / -3.94

Atomic partial charges in e from the Mulliken method, atoms 1 to 2: Pd 0.76; Se -0.48

Density functional theory data (ωB97M-V/def2-TZVPD) for a 2-piece molecular cluster, C4H10OS overall in a non-equilibrium geometry.

Structure (ORCA input):
```
! RIJCOSX wB97M-V def2-TZVPD def2/J DEFGRID3
* xyz 0 1
C 0.38268 0.93592 -0.56851
C 1.22340 0.74416 0.64368
C 0.25707 0.16117 -1.62234
C -0.68746 -2.08868 0.84170
O -1.76745 2.28983 -1.48310
S -0.72364 2.45343 -0.47215
H 1.06485 1.50181 1.25860
H 0.98053 -0.11398 1.13906
H 2.17812 0.64381 0.31673
H -0.40103 -3.06860 0.62862
H 0.73634 -0.76778 -1.82694
H -0.42009 0.23679 -2.46076
H -0.25457 -1.78229 1.76091
H -0.34825 -1.29792 0.21131
H -1.71910 -1.89305 0.78317
H 0.18344 3.20542 -1.30574
*
```

Output
- HOMO-LUMO gap (eV) = 9.812
- E_tot (eV) = -17189.592
- HOMO level (eV) = -9.31

Atomic partial charges in e from the Mulliken method, atoms 1 to 2: C 0.44; C -1.28

Density functional theory data (ωB97M-V/def2-TZVPD) for a 3-piece molecular cluster, C46H70F2IN5O9S2 overall in a non-equilibrium geometry.

Structure (ORCA input):
```
! RIJCOSX wB97M-V def2-TZVPD def2/J DEFGRID3
* xyz 0 3
C -6.63664 -0.80262 0.09858
C -5.17799 -1.16955 0.45281
C -4.13193 -0.44345 -0.41453
C -3.25267 0.56151 0.33965
C -1.86814 -0.01211 0.75504
C -1.45149 0.52340 2.09976
C -1.82522 -0.11959 3.28509
C -2.60246 -1.41253 3.28059
C -1.77549 -2.66060 3.70581
C -0.30228 -2.55909 3.38691
O -0.15044 -2.22308 2.03012
C 1.12028 -1.68215 1.74037
C -1.44176 0.47371 4.49544
C -1.86100 -0.21544 5.76005
O -1.14245 -0.98578 6.30389
N -3.17690 0.02916 6.33536
C -3.46253 1.38327 6.55990
O -3.43610 2.26923 5.79910
F -3.75488 1.60450 7.82076
C -0.68877 1.65033 4.57262
C -0.32620 2.15881 5.95021
N 1.11742 2.49107 6.09314
C -0.33302 2.29855 3.38508
C -0.71614 1.71081 2.18500
S -0.30450 2.49008 0.64754
C 1.11640 3.41606 1.11940
C 2.06799 3.73378 0.14341
S 1.97399 3.16092 -1.51095
O 1.90197 1.74066 -1.56101
O 3.05185 3.71069 -2.26075
F 0.67514 3.75844 -2.09977
C 3.16578 4.52920 0.43651
C 3.31137 4.97297 1.74522
I 4.99735 6.19882 2.07389
C 2.40279 4.64519 2.75719
C 2.57676 5.10790 4.16985
C 1.27601 3.85026 2.42916
N 0.34243 3.55926 3.46430
C -0.57602 4.66661 3.73325
O -0.34585 5.20750 5.03915
C -1.44218 5.68188 5.64814
C -1.29352 5.75906 7.13158
O -2.43010 6.02056 5.06500
H -6.98523 -0.06602 0.81517
H -6.71205 -0.40305 -0.90473
H -7.26112 -1.68388 0.20542
H -5.03307 -0.94069 1.50342
H -5.04050 -2.23996 0.33607
H -3.51426 -1.14797 -0.96402
H -4.68456 0.10242 -1.17533
H -3.76822 0.87440 1.24574
H -3.09224 1.44970 -0.26382
H -1.13365 0.25713 0.00376
H -1.89853 -1.09126 0.78171
H -2.99524 -1.60887 2.29881
H -3.43790 -1.32222 3.96877
H -2.15580 -3.54879 3.20462
H -1.91057 -2.85282 4.76307
H 0.19703 -3.50866 3.59845
H 0.14470 -1.80773 4.04134
H 1.42737 -0.96072 2.49751
H 1.85491 -2.48491 1.66390
H 1.08708 -1.16405 0.78609
H -3.92003 -0.42688 5.82229
H -0.94570 3.01202 6.21371
H -0.54342 1.39405 6.69056
H 1.40628 2.19784 7.01934
H 1.61176 1.87763 5.45417
H 3.87283 4.78608 -0.32922
H 1.87702 5.91214 4.36937
H 3.56891 5.49687 4.34909
H 2.40475 4.29475 4.86395
H -0.44754 5.45791 3.00159
H -1.59819 4.30565 3.66732
H -0.33193 5.35783 7.43370
H -2.08085 5.18023 7.60102
H -1.36291 6.78759 7.46575
C 8.29670 1.66045 -5.89993
C 8.29012 0.72302 -4.65954
C 7.44402 -0.53263 -4.91670
C 5.93468 -0.32123 -4.81604
C 5.58048 0.36573 -3.49976
C 6.33720 1.67756 -3.31026
N 7.81308 1.46694 -3.45453
O 8.29965 0.94391 -2.37559
C 5.80844 2.70899 -4.32448
C 6.02617 2.26133 -1.94073
C 9.73466 0.27195 -4.46775
H 7.80965 2.61323 -5.71538
H 9.31603 1.91504 -6.18992
H 7.81344 1.20004 -6.76297
H 7.72661 -1.30324 -4.19224
H 7.69758 -0.93164 -5.90070
H 5.57092 0.25888 -5.66838
H 5.42982 -1.28810 -4.86960
H 4.50736 0.56162 -3.45129
H 5.80934 -0.31182 -2.67061
H 6.37118 3.64183 -4.25861
H 4.76627 2.93355 -4.10082
H 5.83724 2.36373 -5.35614
H 6.24526 1.56485 -1.13183
H 4.96933 2.50815 -1.87267
H 6.59160 3.17866 -1.76261
H 10.37737 1.11016 -4.19568
H 10.09861 -0.14861 -5.40569
H 9.83192 -0.49437 -3.70071
C -5.62550 -6.18066 -2.13496
C -5.50587 -4.80398 -2.84814
C -6.15293 -4.84224 -4.23940
C -5.31039 -5.51794 -5.31888
C -3.90195 -4.92806 -5.33853
C -3.21857 -5.01042 -3.97479
N -4.07321 -4.38421 -2.91865
O -3.97757 -3.09455 -2.97064
C -2.91006 -6.48549 -3.65547
C -1.86697 -4.30743 -4.02358
C -6.29814 -3.81970 -1.99771
H -4.66520 -6.66034 -1.97054
H -6.05840 -6.06771 -1.14120
H -6.25514 -6.87606 -2.69165
H -6.35529 -3.81617 -4.56290
H -7.12385 -5.33469 -4.16295
H -5.27824 -6.59942 -5.16162
H -5.78214 -5.36716 -6.29180
H -3.28774 -5.44501 -6.07855
H -3.95741 -3.88256 -5.65786
H -2.47953 -6.58565 -2.65794
H -2.18218 -6.86713 -4.37125
H -3.77713 -7.13895 -3.72136
H -1.95035 -3.27555 -4.35907
H -1.21398 -4.82928 -4.72240
H -1.38734 -4.31334 -3.04360
H -5.83067 -3.68085 -1.02277
H -7.30640 -4.20411 -1.84032
H -6.39257 -2.84327 -2.47071
*
```

Output
- HOMO-LUMO gap (alpha / beta) (eV) = 8.140 / 8.413
- E_tot (eV) = -109917.786
- HOMO level (alpha / beta) (eV) = -8.07 / -8.35

Atomic partial charges in e from the Mulliken method, atoms 1 to 2: C -1.53; C -0.01